# 1
{
  "formula": "C32H47NO21",
  "method": "ωB97M-V with the def2-TZVPD basis set",
  "species": ["C", "C", "C", "O", "C", "O", "O", "H", "H", "H", "H", "H", "H", "C", "C", "C", "O", "C", "O", "O", "H", "H", "H", "H", "H", "H", "C", "C", "C", "O", "C", "O", "O", "H", "H", "H", "H", "H", "H", "C", "C", "C", "O", "C", "O", "O", "H", "H", "H", "H", "H", "H", "C", "C", "C", "O", "C", "O", "O", "H", "H", "H", "H", "H", "H", "C", "C", "C", "O", "C", "O", "O", "H", "H", "H", "H", "H", "H", "C", "C", "C", "O", "C", "O", "O", "H", "H", "H", "H", "H", "H", "N", "C", "C", "C", "C", "H", "H", "H", "H", "H"],
  "xyz": [[-12.100, -6.535, -7.656], [-12.864, -5.302, -7.207], [-14.157, -5.004, -7.990], [-15.099, -4.703, -6.957], [-14.609, -5.098, -5.748], [-15.250, -5.133, -4.755], [-13.326, -5.483, -5.880], [-12.702, -7.408, -7.379], [-11.228, -6.635, -7.006], [-11.818, -6.574, -8.701], [-12.178, -4.451, -7.262], [-14.493, -5.869, -8.560], [-14.059, -4.107, -8.595], [-7.306, -2.680, -4.736], [-8.552, -3.090, -5.493], [-8.848, -2.352, -6.807], [-8.554, -3.301, -7.819], [-8.557, -4.537, -7.273], [-8.716, -5.545, -7.885], [-8.430, -4.461, -5.938], [-7.183, -1.600, -4.715], [-6.435, -3.177, -5.163], [-7.369, -3.046, -3.709], [-9.438, -3.078, -4.856], [-8.182, -1.495, -6.927], [-9.865, -1.964, -6.858], [-5.267, -5.843, -1.720], [-4.091, -5.389, -0.878], [-2.769, -6.006, -1.353], [-2.117, -4.947, -2.036], [-2.763, -3.776, -1.809], [-2.385, -2.722, -2.192], [-3.870, -3.987, -1.069], [-5.059, -5.573, -2.759], [-6.202, -5.366, -1.416], [-5.481, -6.907, -1.610], [-4.312, -5.554, 0.174], [-2.930, -6.814, -2.069], [-2.167, -6.442, -0.555], [-3.897, -8.512, -7.814], [-4.609, -8.161, -6.545], [-5.592, -6.962, -6.491], [-6.598, -7.434, -5.644], [-6.666, -8.795, -5.704], [-7.614, -9.407, -5.348], [-5.491, -9.277, -6.134], [-3.361, -7.644, -8.202], [-4.612, -8.901, -8.535], [-3.121, -9.240, -7.583], [-3.963, -8.144, -5.663], [-5.859, -6.719, -7.525], [-5.080, -6.113, -6.043], [-11.852, -0.523, 0.087], [-11.381, -0.708, -1.336], [-10.205, -1.683, -1.511], [-10.595, -2.538, -2.574], [-11.915, -2.335, -2.860], [-12.507, -2.965, -3.669], [-12.426, -1.367, -2.091], [-11.222, 0.242, 0.545], [-11.865, -1.480, 0.599], [-12.843, -0.070, 0.074], [-11.203, 0.263, -1.797], [-9.985, -2.223, -0.591], [-9.325, -1.103, -1.793], [-14.620, -8.396, -0.379], [-13.231, -8.968, -0.624], [-12.082, -8.202, 0.047], [-11.630, -9.043, 1.103], [-12.279, -10.226, 1.066], [-12.116, -11.114, 1.839], [-13.241, -10.207, 0.125], [-14.774, -8.318, 0.704], [-15.362, -9.129, -0.696], [-14.838, -7.406, -0.777], [-13.083, -9.203, -1.674], [-12.403, -7.290, 0.550], [-11.355, -7.970, -0.725], [-10.974, -6.145, -4.102], [-9.783, -6.991, -3.743], [-8.611, -6.457, -2.916], [-8.232, -7.627, -2.180], [-9.293, -8.448, -2.051], [-9.281, -9.423, -1.371], [-10.296, -8.024, -2.816], [-10.807, -5.635, -5.056], [-11.175, -5.338, -3.399], [-11.799, -6.808, -4.342], [-9.517, -7.623, -4.593], [-8.947, -5.718, -2.178], [-7.783, -6.006, -3.453], [-8.273, -11.025, 1.223], [-6.956, -11.335, 1.315], [-6.552, -11.114, 2.606], [-7.688, -10.645, 3.316], [-8.732, -10.563, 2.437], [-8.788, -10.909, 0.366], [-6.393, -11.695, 0.471], [-5.590, -11.363, 3.021], [-7.735, -10.383, 4.362], [-9.772, -10.293, 2.489]],
  "charge": 0,
  "energy_ev": -78435.18157,
  "homo_lumo_gap_ev": 7.27,
  "max_force_ev_per_a": 2.26,
  "e_homo_ev": -7.426
}

# 2
{
  "formula": "C4H11NO3",
  "method": "ωB97M-V with the def2-TZVPD basis set",
  "species": ["C", "O", "C", "C", "C", "O", "N", "H", "H", "H", "H", "H", "H", "H", "H", "H", "H", "H", "O"],
  "xyz": [[-0.469, -0.459, -0.723], [-1.697, -0.951, -1.040], [-0.328, -0.164, 0.779], [1.126, 0.004, 1.230], [1.805, 1.320, 0.847], [3.100, 1.436, 1.278], [-1.137, 1.008, 1.172], [-0.231, 0.504, -1.242], [0.347, -1.123, -1.012], [-0.737, -0.967, 1.394], [1.760, -0.779, 0.821], [1.161, -0.018, 2.315], [1.838, 1.421, -0.264], [1.265, 2.235, 1.128], [-0.685, 1.904, 1.110], [-1.943, 1.051, 0.563], [-1.932, -2.892, -2.897], [-1.631, -1.479, -2.214], [-1.611, -2.050, -3.245]],
  "spin_multiplicity": 2,
  "charge": -1,
  "energy_ev": -11957.15838,
  "homo_lumo_gap_ev": [7.45, 5.30],
  "max_force_ev_per_a": 0.99,
  "e_homo_ev": [-3.990, -3.988]
}

# 3
{
  "formula": "CH2F2O3",
  "method": "ωB97M-V with the def2-TZVPD basis set",
  "species": ["C", "O", "O", "O", "F", "F", "H", "H"],
  "xyz": [[-1.411, 0.498, -0.056], [-0.506, 1.139, 0.394], [1.730, -0.188, -0.031], [1.017, -1.199, -0.673], [-2.281, -0.233, 0.669], [-1.657, 0.181, -1.300], [2.150, -0.634, 0.819], [0.959, 0.435, 0.178]],
  "charge": 0,
  "energy_ev": -12642.02466,
  "homo_lumo_gap_ev": 8.88,
  "max_force_ev_per_a": 3.51,
  "e_homo_ev": -8.725
}